Record 1
The following is a DFT calculation (wB97M-V/def2-TZVPD) of the ion C5H12N5 with charge +1.

## Properties
- net charge = +1
- LUMO energy (spin up / spin down) (hartree) = -0.1237 / -0.1886
- energy above the lowest of the compared OMol25 structures with the same formula, charge and spin (kcal/mol) = 0.0
- E_HOMO (spin up / spin down) (eV) = -9.648 / -13.235
- HOMO-LUMO gap (spin up / spin down) (eV) = 6.283 / 8.104
- calculated total energy (Eh) = -471.06989
- multiplicity = 3

CARTESIAN COORDINATES (ANGSTROEM)
C: -0.5602 1.2247 -0.0290
C: -1.9498 -1.4025 0.3830
C: 1.8723 1.0752 -0.1416
C: -1.7586 0.8911 -0.6295
C: 1.4741 -1.3141 0.3290
N: -2.1052 -0.4480 -0.5345
N: 0.8162 -2.1627 -0.1871
N: 2.1165 -0.2457 -0.3906
N: 0.5372 1.5530 -0.6066
N: -0.6420 1.1481 1.2785
H: -1.4023 -1.2029 1.3392
H: -2.3411 -2.4198 0.2068
H: 2.0019 1.2366 0.9834
H: 2.5700 1.7971 -0.6145
H: -2.1064 1.4157 -1.5783
H: 1.4362 -1.3268 1.4176
H: -2.6941 -0.6239 -1.3679
H: 0.8101 -2.2668 -1.1434
H: 2.3683 -0.4292 -1.3420
H: 0.5565 1.5953 -1.6127
H: -1.5458 1.1459 1.5223
H: 0.1130 1.3336 1.9613



Record 2
The following is a DFT calculation (wB97M-V/def2-TZVPD) of a cluster of 2 separate species, C5H12NO in total.

## Properties
- net charge = -1
- LUMO energy (hartree) = 0.1517
- energy above the lowest of the compared OMol25 structures with the same formula, charge and spin (kcal/mol) = 34.1
- E_HOMO (eV) = -2.501
- HOMO-LUMO gap (eV) = 6.629
- calculated total energy (Eh) = -327.64167

CARTESIAN COORDINATES (ANGSTROEM)
C: -2.2356 -0.8611 1.7533
C: -0.8703 -0.3004 2.1143
C: 0.2076 1.6162 1.3368
N: -0.9237 1.1185 1.6711
H: -2.3407 -1.9421 2.0645
H: -3.0282 -0.3176 2.3181
H: -2.3603 -0.7226 0.6766
H: -0.0491 -0.8304 1.5677
H: -0.5877 -0.3618 3.2046
H: 1.1407 1.0417 1.5420
H: 0.2530 2.5655 0.7774
C: 1.6789 0.2926 -1.8556
O: 0.7927 0.9393 -1.0295
C: 1.0096 -0.5699 -2.9125
H: 2.4673 -0.3201 -1.3052
H: 2.3552 0.9721 -2.4144
H: 1.6828 -0.8923 -3.6940
H: 0.2013 -0.0374 -3.4184
H: 0.6066 -1.3901 -2.3967



Record 3
The following is a DFT calculation (wB97M-V/def2-TZVPD) of a cluster of 2 separate species, C5H12NO in total.

## Properties
- net charge = -1
- LUMO energy (hartree) = 0.1475
- energy above the lowest of the compared OMol25 structures with the same formula, charge and spin (kcal/mol) = 91.3
- E_HOMO (eV) = -1.681
- HOMO-LUMO gap (eV) = 5.694
- calculated total energy (Eh) = -327.55062

CARTESIAN COORDINATES (ANGSTROEM)
C: -1.1662 0.7616 -0.6885
N: -1.2095 0.2318 0.6508
C: -0.0312 0.5219 1.3707
C: 1.2521 -0.1821 0.7741
C: 2.3488 0.6977 0.2632
O: 3.2234 0.4904 -0.5389
C: -1.3078 -0.3929 -1.7012
H: -1.9059 1.5624 -0.8647
H: -0.1678 1.1871 -0.9194
H: -1.2361 -2.9490 0.8731
H: 0.2671 1.6007 1.5000
H: 0.0015 0.1636 2.4072
H: 1.5068 -1.0080 1.4252
H: 1.2060 -0.1271 -0.3852
H: 2.4804 1.6309 0.8723
H: -1.3189 -2.1937 0.8833
H: -2.2499 -0.9435 -1.7147
H: -1.2602 -0.0614 -2.7536
H: -0.4327 -0.9905 -1.4537



Record 4
The following is a DFT calculation (wB97M-V/def2-TZVPD) of the ion C5H12NO with charge -1.

## Properties
- structure (SMILES) = CCN[C@H](C)C[O-]
- net charge = -1
- LUMO energy (hartree) = 0.1461
- energy above the lowest of the compared OMol25 structures with the same formula, charge and spin (kcal/mol) = 24.8
- E_HOMO (eV) = -2.259
- HOMO-LUMO gap (eV) = 6.235
- calculated total energy (Eh) = -327.65658

CARTESIAN COORDINATES (ANGSTROEM)
C: 2.1297 0.9782 0.3002
C: 1.5208 -0.4018 0.6376
N: 0.5981 -0.9722 -0.3637
C: -0.8728 -0.6950 -0.1894
C: -1.6406 -0.3711 -1.4431
C: -1.4119 0.2888 0.9211
O: -2.7482 0.2877 0.9983
H: 2.7900 1.1923 1.1479
H: 1.3346 1.7232 0.3058
H: 2.6943 1.0925 -0.6242
H: 1.0723 -0.3141 1.6166
H: 2.3571 -1.1042 0.7759
H: 0.9582 -0.5724 -1.2237
H: -1.2146 -1.7158 0.0370
H: -2.6864 -0.1837 -1.1939
H: -1.3782 0.5111 -2.0449
H: -1.6339 -1.2106 -2.1591
H: -0.9009 0.1632 1.8801
H: -0.9675 1.3041 0.6215